(1)
# C19H44BrFN2O10S

7 unconnected molecules or ions with the total composition C19H44BrFN2O10S (ωB97M-V/def2-TZVPD, the OMol25 dataset).

Structure (XYZ):
```
78
Properties=species:S:1:pos:R:3:forces:R:3:lowdin_charge:R:1
C 0.992642 -4.678448 -1.103026 -0.29 0.64 -0.21 -0.15
C 0.150229 -4.385226 -2.380833 0.47 -0.12 0.80 -0.50
S -1.513265 -3.792078 -1.925177 -0.42 -0.09 -0.67 0.90
C -1.499132 -1.983040 -1.968525 0.15 0.68 0.41 -0.36
C -1.005759 -1.283314 -0.623383 0.84 -2.92 -2.02 -0.52
N -1.153306 -2.206495 0.487173 0.05 2.52 0.80 0.08
C -2.262947 -2.258160 1.105423 -0.35 -0.37 0.95 -0.36
C -2.201128 -2.339029 2.626923 -0.12 -0.75 -0.22 -0.02
C -3.650765 -2.326377 0.510061 0.05 -0.03 -0.19 -0.01
O -1.757744 -0.068572 -0.540902 0.62 0.26 -0.40 0.06
C -1.422023 0.803490 0.437623 1.65 0.03 -2.20 -0.41
O -1.932995 0.787653 1.470545 -2.12 -0.15 3.96 0.23
C -0.412458 1.948234 0.198303 0.23 -1.25 1.24 -0.39
O -0.274782 2.506441 -0.823804 -0.26 1.35 -2.36 0.16
N 0.296023 2.330249 1.339278 -0.62 -0.36 0.22 0.18
C 1.332215 3.230305 1.047403 -2.19 0.54 2.09 -0.54
O 2.237710 3.052576 0.382763 3.72 -0.89 -2.85 0.24
F 1.208324 4.395155 1.679571 -0.65 0.43 0.52 0.15
C 0.530142 -1.109640 -0.846024 -0.53 0.40 -0.55 -0.57
Br 1.535092 -0.938138 0.843654 -0.07 0.16 -0.22 0.76
C 0.916717 -0.055498 -1.908472 0.35 -0.18 -0.07 -0.25
C 1.504572 -0.661360 -3.208737 -0.53 0.59 -0.05 -0.07
H 1.758925 -3.905115 -0.984034 0.08 -0.25 0.10 0.06
H 0.332988 -4.614429 -0.224480 0.34 -0.21 -0.26 0.03
H 1.473018 -5.657124 -1.144578 0.01 0.08 0.00 0.07
H 0.642430 -3.689542 -3.062955 -0.11 0.02 0.10 0.05
H 0.054087 -5.321231 -2.933136 -0.50 0.16 -0.06 0.06
H -0.958170 -1.619224 -2.844773 -0.01 -0.03 0.12 0.08
H -2.530913 -1.649739 -2.097276 -0.04 -0.30 -0.06 0.08
H -3.174471 -2.076754 3.042372 0.11 -0.07 0.11 0.07
H -1.446946 -1.651848 3.003475 0.01 0.08 -0.16 0.07
H -1.912222 -3.337792 2.973067 -0.15 0.01 -0.12 0.07
H -4.416432 -2.353991 1.282750 0.02 0.30 -0.05 0.08
H -3.875274 -1.566413 -0.239064 0.04 0.05 0.13 0.08
H -3.712087 -3.301365 0.007151 0.15 0.11 -0.05 0.08
H 0.598432 1.551164 1.918063 -0.22 0.09 0.17 0.12
H 0.839076 -2.070928 -1.248541 0.09 -0.09 0.49 0.04
H 1.646180 0.632415 -1.479959 -0.09 0.03 -0.04 0.08
H 0.057622 0.552828 -2.187117 -0.09 -0.11 0.23 0.10
H 1.143724 -1.674686 -3.396600 0.30 -0.01 0.13 0.04
H 1.128053 -0.058168 -4.039399 0.23 -0.04 -0.02 0.07
H 2.590621 -0.596919 -3.251074 -0.02 -0.31 0.10 0.08
C -0.207188 -6.212109 3.025563 0.18 0.30 0.19 -0.15
O -0.232749 -5.154856 2.067081 -0.07 -0.13 0.02 -0.15
H -1.003907 -6.908634 2.781104 0.01 0.01 0.00 0.08
H 0.752804 -6.730975 2.980371 -0.08 -0.17 0.14 0.09
H -0.367617 -5.821176 4.033817 0.00 -0.10 0.04 0.08
H 0.478484 -4.544138 2.290964 -0.10 0.06 -0.17 0.08
C 4.186689 4.917246 -2.037621 -0.08 -0.23 0.23 -0.15
O 4.472926 3.543984 -2.299472 -0.19 -0.09 -0.06 -0.13
H 4.428703 5.502587 -2.921418 0.04 -0.14 -0.06 0.08
H 3.125824 5.040453 -1.805348 0.02 0.17 0.03 0.07
H 4.790371 5.270237 -1.198863 -0.06 0.15 -0.02 0.08
H 4.251729 3.051105 -1.500455 0.07 0.05 -0.03 0.07
C 1.202608 3.631264 -4.240784 0.24 -0.14 0.22 -0.15
O 2.203137 2.623221 -4.298497 -0.18 -0.09 0.02 -0.13
H 0.593109 3.559218 -5.139272 0.04 -0.03 -0.02 0.08
H 0.564942 3.486976 -3.363481 -0.10 0.13 -0.04 0.07
H 1.663528 4.622700 -4.201082 -0.14 0.07 -0.02 0.07
H 2.734248 2.700989 -3.496292 0.24 0.08 -0.15 0.04
C -0.959089 -8.509462 -0.310066 0.13 0.27 0.15 -0.15
O -0.042056 -8.188316 0.729007 -0.03 -0.01 -0.11 -0.14
H -0.962792 -9.589131 -0.440317 0.04 0.01 0.04 0.08
H -1.966520 -8.177028 -0.044856 -0.06 -0.06 -0.14 0.08
H -0.653190 -8.036795 -1.247604 -0.12 -0.07 -0.09 0.07
H -0.050547 -7.228621 0.829495 0.07 -0.04 -0.05 0.03
C -0.212581 6.571732 4.800419 0.14 -0.29 -0.30 -0.15
O 0.775913 6.713741 3.784074 0.06 0.04 0.09 -0.14
H -0.173725 7.446106 5.445626 0.06 0.02 -0.06 0.08
H -1.207691 6.497716 4.353498 -0.08 0.02 0.18 0.07
H -0.002020 5.676300 5.391009 -0.17 0.06 0.15 0.08
H 0.727431 5.931026 3.226159 0.09 0.07 0.03 0.04
C -1.460402 8.437305 2.234940 -0.36 -0.19 -0.34 -0.16
O -2.850016 8.163510 2.418160 0.00 0.06 0.09 -0.13
H -1.117042 9.050711 3.063672 -0.06 -0.04 0.03 0.08
H -0.896965 7.505979 2.221704 0.21 0.13 -0.01 0.05
H -1.305183 8.977276 1.296898 0.15 0.05 0.05 0.08
H -3.137165 7.619995 1.678134 -0.03 0.06 0.08 0.07
```
Positions in Å, forces in eV/Å.

Kohn-Sham gap = 8.57 eV
E_tot = -127462.819 eV
charge = 0
spin multiplicity = 1
F_max = 4.769 eV/Å
SMILES string = CCSC[C@](N=C(C)C)(OC(=O)C(=O)NC(=O)F)[C@H](Br)CC.CO.CO.CO.CO.CO.CO


(2)
# C19H44N4O4P

3 unconnected molecules or ions with the total composition C19H44N4O4P (ωB97M-V/def2-TZVPD, the OMol25 dataset).

Structure (XYZ):
```
72
Properties=species:S:1:pos:R:3:forces:R:3:lowdin_charge:R:1
N 1.135143 -2.516772 -5.635347 0.17 -0.31 0.01 -0.08
C 2.264984 -2.942809 -6.453478 0.05 0.00 0.03 -0.49
P 3.530223 -3.951249 -5.408533 -0.09 1.02 0.79 0.39
O 3.586124 -5.378946 -6.679803 0.00 -0.80 -0.65 -0.37
N 2.516734 -6.106847 -6.777300 -0.19 0.30 0.21 -0.25
O 2.549773 -6.952917 -7.644021 0.30 0.06 0.02 -0.11
H 1.312664 -1.646355 -5.165202 -0.10 0.11 0.13 0.03
H 0.266047 -2.468348 -6.138467 -0.11 0.13 -0.04 0.04
H 1.891047 -3.522098 -7.299323 0.04 -0.08 0.03 0.05
H 2.841871 -2.096096 -6.853914 0.03 0.00 -0.07 0.04
H 2.435976 -4.586379 -4.717298 -0.04 -0.17 -0.08 -0.05
H 4.504465 -4.711809 -4.628689 -0.04 -0.09 -0.13 -0.08
H 4.622753 -3.395296 -6.212605 -0.07 -0.14 -0.09 -0.06
H 3.576174 -2.849377 -4.442856 0.04 -0.08 -0.11 -0.06
C -0.774614 1.313990 -0.659421 0.07 -0.03 0.07 -0.03
C -1.391839 0.574954 -1.863694 0.33 0.44 0.30 -0.48
C -2.912030 0.469459 -1.711153 -0.25 -0.17 -0.03 -0.14
C -3.367589 -0.555309 -0.672545 0.10 0.01 0.00 -0.17
C -2.710660 -1.912445 -0.921972 -0.26 0.12 -0.09 -0.13
C -1.186834 -1.829661 -0.990430 0.43 -0.14 0.51 -0.49
N -0.806538 -0.794591 -2.004994 -0.91 -0.27 -0.29 -0.10
O -0.875493 -1.249723 -3.201303 0.26 0.18 -0.02 -0.02
C -0.609709 -1.522693 0.399701 0.01 0.13 -0.02 -0.04
C -0.597394 -3.160421 -1.435120 -0.03 -0.13 -0.09 -0.03
C -1.068715 1.363838 -3.123145 0.00 0.03 -0.18 -0.05
H 0.184115 0.880205 -0.379629 0.03 0.01 -0.03 0.08
H -0.588335 2.359910 -0.905203 -0.09 0.01 -0.10 0.08
H -1.417951 1.308647 0.217913 0.04 -0.04 0.03 0.05
H -3.340688 0.198589 -2.681148 0.07 -0.04 -0.02 0.12
H -3.298161 1.460676 -1.460515 0.00 0.03 -0.01 0.12
H -3.148241 -0.201633 0.339041 0.05 0.00 -0.01 0.10
H -4.453142 -0.660993 -0.728154 -0.02 0.01 0.02 0.11
H -2.984105 -2.622185 -0.137678 0.00 -0.02 0.02 0.12
H -3.082884 -2.322987 -1.865253 0.08 0.01 -0.05 0.13
H 0.470269 -1.382498 0.340980 0.02 -0.02 -0.01 0.09
H -0.803329 -2.376251 1.050436 0.00 -0.06 -0.04 0.09
H -1.041792 -0.648924 0.881538 -0.01 0.01 -0.02 0.05
H -1.006833 -3.492570 -2.384453 0.02 0.04 -0.03 0.08
H -0.820020 -3.912036 -0.676022 0.00 0.00 0.04 0.09
H 0.484044 -3.089551 -1.548509 0.01 0.01 -0.03 0.10
H 0.007606 1.403505 -3.292495 0.02 0.00 0.01 0.09
H -1.439641 2.381502 -2.993462 0.00 0.03 0.02 0.08
H -1.536354 0.933739 -4.004872 0.04 -0.06 0.01 0.08
C -0.535345 2.095007 6.127878 -0.02 0.12 -0.07 -0.03
C -0.472304 1.467224 4.717556 -0.21 0.10 0.60 -0.48
C 0.868612 0.764446 4.486675 0.22 -0.07 -0.19 -0.13
C 2.042556 1.711877 4.246797 -0.09 0.05 0.03 -0.17
C 1.715988 2.711913 3.139834 0.14 -0.26 -0.01 -0.13
C 0.423290 3.483761 3.399131 -0.02 0.57 0.27 -0.49
N -0.680622 2.501617 3.651939 0.70 -0.62 -0.46 -0.10
O -1.130690 1.996023 2.562989 -0.36 0.19 0.06 -0.03
C 0.606857 4.458530 4.568740 -0.06 -0.07 0.09 -0.04
C 0.051821 4.313431 2.179810 -0.03 -0.01 -0.19 -0.03
C -1.595326 0.445947 4.611467 -0.10 -0.12 -0.09 -0.04
H -1.064286 3.046323 6.114706 -0.03 -0.01 0.00 0.08
H -1.079032 1.437651 6.804590 0.03 -0.09 -0.02 0.08
H 0.450551 2.258002 6.562162 0.02 0.04 -0.04 0.07
H 0.770391 0.105208 3.618757 -0.06 0.05 -0.03 0.12
H 1.066962 0.122488 5.347875 -0.01 -0.03 0.02 0.13
H 2.315069 2.233116 5.168956 -0.04 0.02 0.00 0.10
H 2.918074 1.128094 3.959306 0.02 -0.01 0.02 0.11
H 2.529463 3.430225 3.017999 0.02 0.02 0.00 0.12
H 1.622332 2.175540 2.190841 -0.09 0.01 0.00 0.13
H -0.334795 4.952355 4.810741 -0.02 0.01 -0.01 0.09
H 1.323138 5.224930 4.273538 0.00 0.02 -0.06 0.09
H 0.991566 3.996115 5.472819 0.00 -0.02 -0.01 0.06
H -0.023778 3.704149 1.283147 -0.03 -0.03 0.02 0.07
H 0.823169 5.067154 2.020965 0.02 0.03 0.02 0.09
H -0.901502 4.821073 2.331407 -0.01 -0.01 0.01 0.09
H -2.570364 0.924907 4.707445 -0.01 0.02 0.01 0.09
H -1.480191 -0.273513 5.422246 0.00 -0.01 0.04 0.09
H -1.568727 -0.092841 3.668081 -0.01 0.05 -0.03 0.07
```
Positions in Å, forces in eV/Å.

Kohn-Sham gap (alpha / beta) = 5.08 / 4.84 eV
E_tot = -43849.167 eV
charge = -1
<S²> = 2.01
spin multiplicity = 3
F_max = 1.295 eV/Å


(3)
# C19H45AsN6O2PdS2Si3

A molecular structure, C19H45AsN6O2PdS2Si3 (ωB97M-V/def2-TZVPD, the OMol25 dataset).

Structure (XYZ):
```
79
Properties=species:S:1:pos:R:3:forces:R:3:lowdin_charge:R:1
Pd 0.252469 0.614785 -0.342110 -0.39 -0.16 0.09 0.08
C -3.464773 1.215662 2.359757 0.03 0.04 0.04 -0.14
C -2.495848 0.911718 1.245018 -0.16 -0.23 -0.15 -0.80
S -1.232967 1.992254 0.983872 0.20 -0.06 0.02 0.66
C -2.708865 -0.235565 0.459534 -0.04 0.23 0.11 -0.80
C -3.895626 -1.113768 0.762065 -0.01 -0.04 -0.02 -0.14
S -1.733759 -0.653454 -0.860837 0.18 -0.02 0.15 0.64
H -3.185826 2.137136 2.864934 0.00 0.00 -0.01 0.06
H -3.468879 0.410239 3.099584 0.00 -0.01 0.00 0.08
H -4.487810 1.316330 1.990657 -0.01 0.01 -0.02 0.08
H -4.827548 -0.544714 0.778973 0.00 0.01 -0.03 0.08
H -3.796595 -1.580251 1.747073 0.01 0.00 0.00 0.08
H -3.983830 -1.902931 0.019158 0.00 0.00 0.00 0.05
N 3.379001 -1.837961 3.967549 -0.16 0.03 -0.01 0.13
N 2.110023 -1.623520 3.430517 0.12 -0.08 0.09 -0.30
N 1.120093 -2.457487 3.623590 0.00 0.01 -0.14 0.12
C 0.181911 -1.889332 2.865323 -0.08 -0.09 0.03 -0.22
N 0.605747 -0.776019 2.268078 0.18 0.06 0.04 0.02
N 1.859172 -0.621367 2.643515 -0.10 0.05 -0.08 0.07
H 3.224449 -2.294016 4.860729 0.07 0.01 0.01 0.09
H 3.775185 -0.916042 4.122286 0.04 -0.02 0.02 0.09
H -0.806971 -2.295527 2.745772 -0.01 0.01 0.02 0.10
O 1.447167 -1.191541 -1.652112 0.05 -0.06 0.01 -0.03
C 1.279214 -2.327576 -1.277237 -0.08 0.06 -0.07 -0.53
O 1.663803 -2.758726 -0.082065 -0.01 -0.04 -0.02 0.10
C 0.559593 -3.369628 -2.126754 -0.04 -0.03 0.06 -0.24
N 0.848523 -4.709972 -1.595884 0.03 0.04 -0.01 -0.04
C 1.957837 -5.208747 -2.426104 -0.01 0.01 0.07 -0.19
C 1.664898 -4.704835 -3.838533 0.01 0.00 -0.03 -0.16
C 1.003560 -3.334224 -3.606439 -0.02 0.00 -0.01 -0.11
H -0.498451 -3.130358 -1.994570 0.00 -0.01 -0.04 0.13
H 0.038527 -5.306842 -1.704403 0.00 0.00 0.01 0.12
H 1.421317 -3.714984 -0.078147 0.06 0.02 0.02 0.11
H 2.043205 -6.290579 -2.339653 -0.01 0.00 -0.02 0.12
H 2.886703 -4.769907 -2.049636 0.00 0.00 -0.01 0.12
H 0.970973 -5.386152 -4.334879 0.00 0.00 0.00 0.11
H 2.561259 -4.638791 -4.454228 0.00 0.00 0.00 0.11
H 0.152794 -3.179621 -4.266822 0.00 0.01 0.00 0.11
H 1.691051 -2.505480 -3.770633 0.02 -0.01 0.01 0.11
C 2.802582 4.309449 -2.665839 0.10 -0.01 -0.01 -0.21
Si 1.826851 2.739103 -2.308572 0.25 0.26 0.00 0.26
C 2.210607 1.476721 -3.632672 -0.08 -0.08 -0.04 -0.21
C 0.029103 3.225320 -2.444806 -0.11 -0.09 0.06 -0.23
As 2.418615 1.811715 -0.208742 -0.09 0.16 -0.34 0.80
Si 2.718076 3.682087 1.161161 -0.10 -0.06 0.03 0.25
C 1.213241 4.770082 0.966597 -0.04 0.06 0.02 -0.22
C 4.271868 4.658667 0.787987 0.05 0.07 0.03 -0.21
C 2.806310 3.066169 2.925992 0.01 0.02 0.08 -0.22
Si 4.575051 0.978528 -0.570224 -0.04 -0.01 0.11 0.26
C 5.342806 0.809088 1.129987 0.06 -0.02 0.05 -0.22
C 4.530967 -0.709778 -1.357834 0.03 -0.07 0.00 -0.21
C 5.618961 2.113524 -1.629264 0.06 0.05 -0.03 -0.21
H 2.401037 4.796024 -3.558837 0.01 -0.01 -0.02 0.03
H 3.860443 4.105993 -2.839091 0.02 0.00 0.01 0.01
H 2.732539 5.023651 -1.843815 -0.05 0.02 -0.01 0.01
H 2.034845 1.937147 -4.609234 -0.01 -0.05 -0.03 0.04
H 1.555209 0.609705 -3.526983 0.01 0.00 -0.01 0.02
H 3.241222 1.120684 -3.608503 0.03 0.05 0.01 0.01
H -0.072143 3.818381 -3.359237 -0.06 0.00 -0.01 0.03
H -0.328500 3.822951 -1.605429 0.04 0.01 0.00 0.01
H -0.620683 2.350545 -2.510206 0.02 0.01 -0.01 0.01
H 0.948655 4.946648 -0.075975 0.05 0.03 -0.03 0.01
H 1.402104 5.741002 1.433464 -0.03 0.00 0.02 0.04
H 0.347183 4.316082 1.452564 0.01 0.01 0.00 -0.01
H 4.208847 5.214038 -0.148373 -0.02 -0.01 0.00 0.02
H 5.162327 4.030934 0.745536 0.01 -0.03 0.05 0.01
H 4.414300 5.377559 1.600829 0.03 0.04 -0.03 0.04
H 2.119728 2.232633 3.082232 -0.03 0.01 -0.02 0.01
H 2.526475 3.875953 3.605702 0.03 -0.02 0.03 0.03
H 3.812877 2.734387 3.189578 -0.01 -0.02 0.00 0.02
H 4.746639 0.120761 1.732846 -0.02 -0.02 -0.01 0.01
H 5.397398 1.758887 1.663113 0.01 0.04 -0.01 0.01
H 6.357101 0.408680 1.050709 0.00 -0.01 0.01 0.03
H 4.050760 -1.428966 -0.692467 0.00 0.00 0.00 0.02
H 5.561886 -1.029236 -1.539710 -0.02 -0.04 -0.01 0.04
H 3.989165 -0.713888 -2.302932 0.00 0.00 -0.01 0.01
H 5.589512 3.148974 -1.289721 0.01 -0.01 0.01 0.01
H 5.296054 2.095074 -2.671385 -0.01 -0.01 -0.02 0.02
H 6.657578 1.771535 -1.593436 0.01 0.02 -0.03 0.04
```
Positions in Å, forces in eV/Å.

Kohn-Sham gap (alpha / beta) = 6.63 / 6.81 eV
energy above the lowest of the compared OMol25 structures with the same formula, charge and spin = 43.4 kJ/mol
E_tot = -143093.115 eV
charge = 0
<S²> = 2.02
spin multiplicity = 3
F_max = 0.431 eV/Å


What is the formula in the first record? C19H44BrFN2O10S